# 1
Below is a 10-piece molecular cluster, C34H68O22 overall at a distorted geometry, with properties calculated with ωB97M-V with the def2-TZVPD basis set.

Geometry as XYZ:
```
124
Properties=species:S:1:pos:R:3
C -0.63844 5.01528 -2.44147
O 0.41769 4.19652 -2.92960
C 0.19838 2.92228 -3.25977
O 1.05739 2.21166 -3.69729
O -1.08497 2.57299 -3.13765
C -1.43987 1.26291 -3.58546
H -1.50631 4.93125 -3.09147
H -0.25883 6.03140 -2.43574
H -0.93258 4.73442 -1.43042
H -0.75676 0.46610 -3.31241
H -1.61609 1.41734 -4.64948
H -2.39186 0.98356 -3.13251
C -6.99503 0.06881 5.36753
O -5.74214 -0.56672 5.10459
C -4.76362 0.22485 4.65986
O -4.91520 1.29701 4.14032
O -3.60756 -0.38269 4.88193
C -2.42792 0.32386 4.47940
H -7.62591 0.04301 4.48036
H -6.90354 1.07503 5.76783
H -7.48438 -0.53220 6.13461
H -2.63582 1.03767 3.68669
H -1.73023 -0.42002 4.10402
H -2.02625 0.83622 5.35051
C -4.45970 -3.67042 4.44703
O -3.47003 -3.60271 3.42461
C -2.19148 -3.68527 3.77962
O -1.75477 -3.64610 4.89727
O -1.47772 -3.76278 2.66339
C -0.07610 -3.73270 2.83002
H -4.13008 -4.09479 5.39150
H -5.37984 -4.11340 4.07974
H -4.71816 -2.63348 4.67588
H 0.24551 -2.80247 3.29524
H 0.37712 -3.76391 1.84334
H 0.32189 -4.60237 3.35056
C 5.79602 0.87167 -2.17389
O 6.63043 1.42076 -3.17356
C 6.42183 1.01603 -4.41663
O 5.55985 0.25583 -4.77967
O 7.31207 1.61651 -5.19180
C 7.41531 1.12361 -6.51245
H 4.96314 1.53473 -1.92152
H 6.38290 0.73684 -1.26615
H 5.38256 -0.10059 -2.43507
H 8.25111 1.59952 -7.00856
H 6.49150 1.29959 -7.06967
H 7.55500 0.03901 -6.51656
C 4.48459 -5.42192 -2.46426
O 3.67273 -4.49287 -3.19301
C 3.83447 -3.22361 -2.83642
O 4.65886 -2.75174 -2.08919
O 2.97172 -2.49322 -3.54822
C 2.87970 -1.12088 -3.24683
H 4.11554 -5.54658 -1.44888
H 5.52725 -5.10800 -2.46795
H 4.43369 -6.36742 -2.99793
H 3.61578 -0.48758 -3.74543
H 2.93333 -0.85966 -2.18833
H 1.92113 -0.75937 -3.62092
C 2.82702 -3.42963 0.46724
O 2.84218 -3.66259 1.89794
C 3.41996 -4.79827 2.27784
O 3.98928 -5.58297 1.56605
O 3.27193 -4.91071 3.59000
C 3.62546 -6.18126 4.11894
H 2.52295 -4.36483 0.00418
H 3.78776 -2.99204 0.22921
H 2.02040 -2.72445 0.28820
H 3.22758 -6.98539 3.49904
H 3.16380 -6.25001 5.09986
H 4.70432 -6.30123 4.19848
C 0.40790 -0.47970 1.00214
C 1.70971 0.13950 0.45405
C 1.18005 1.44588 -0.13101
O -0.03516 1.06110 -0.76135
C -0.64967 0.04473 0.01412
H 0.19635 -0.23946 2.04753
H 0.44571 -1.57075 1.02647
H 2.02243 -0.52848 -0.34921
H 2.51393 0.22118 1.18351
H 1.90136 1.74721 -0.89441
H 1.00163 2.21425 0.62456
H -1.06763 -0.72844 -0.63520
H -1.50940 0.42452 0.58533
C -6.31924 -1.87474 -0.55912
C -5.72099 -0.56143 -1.02772
C -4.69228 -1.07527 -2.04847
O -5.18818 -2.28009 -2.59387
C -6.36755 -2.62873 -1.88145
H -7.32477 -1.83015 -0.13548
H -5.69159 -2.35712 0.19489
H -5.23144 0.05753 -0.28017
H -6.47852 0.05388 -1.52187
H -3.76934 -1.28719 -1.48295
H -4.40324 -0.31894 -2.78106
H -6.47551 -3.71329 -1.84644
H -7.25737 -2.28009 -2.43329
C 4.41625 3.91188 0.24098
C 3.70068 4.62523 -0.89494
C 2.31408 4.94038 -0.21773
O 2.38299 4.47261 1.11941
C 3.78715 4.57850 1.42976
H 5.50828 3.90719 0.32504
H 4.15670 2.84941 0.22917
H 3.57188 4.00636 -1.77882
H 4.16375 5.57692 -1.14820
H 1.53970 4.39608 -0.75386
H 2.14177 6.01937 -0.24567
H 3.94635 4.19090 2.43706
H 3.98811 5.65769 1.51075
C -3.85009 4.14577 1.36346
C -4.08436 4.53735 -0.08284
C -3.68367 3.27547 -0.86376
O -3.95094 2.17843 -0.00079
C -3.60157 2.62592 1.31210
H -4.70416 4.34057 2.01274
H -2.99875 4.64109 1.83057
H -3.42472 5.34162 -0.43284
H -5.07042 4.87657 -0.39713
H -2.61755 3.32922 -1.12334
H -4.19176 3.17825 -1.82451
H -2.54121 2.35961 1.43445
H -4.18562 2.14425 2.09279
```

The value obtained for the electronic energy is -81403.2960 eV. For the HOMO energy, the calculation gives -9.24 eV. As for the energy above the lowest of the compared OMol25 structures with the same formula, charge and spin: 0.2968 eV. The gap between HOMO and LUMO is 9.801 eV. The value obtained for the LUMO energy is 0.56 eV. Its charge is 0. As for the SMILES: COC(=O)OC.COC(=O)OC.COC(=O)OC.COC(=O)OC.COC(=O)OC.COC(=O)OC.C1CCOC1.C1CCOC1.C1CCOC1.C1CCOC1.

---

# 2
Below is C34H70GaN2O2 as an isolated structure at a distorted geometry, with properties calculated with ωB97M-V with the def2-TZVPD basis set.

Geometry as XYZ:
```
109
Properties=species:S:1:pos:R:3
C 9.76439 2.75213 -3.52277
C 9.39304 1.20523 -3.75421
C 7.93501 0.95670 -4.41945
C 7.21274 2.33035 -4.89331
Ga 6.80418 -0.15797 -3.08878
C 6.57629 -2.14108 -3.60503
C 5.46586 -2.41923 -4.74025
O 4.37793 -3.14694 -4.09575
C 3.24997 -3.29260 -4.98530
C 1.82678 -3.12650 -4.21452
O 2.00466 -2.87735 -2.77542
C 1.66250 -1.50228 -2.54026
C 2.54587 -0.43646 -3.23279
C 2.27964 1.08368 -3.10932
C 1.05364 1.54243 -2.24673
C 0.81042 3.14152 -2.18373
C 2.02256 3.70877 -1.23169
C -0.54393 3.54506 -1.37194
C 0.97352 3.90322 -3.57937
C 0.12706 3.34656 -4.81691
C -0.35378 4.66347 -5.66090
C -1.21146 2.54666 -4.46464
C 1.00566 2.47885 -5.88811
C 0.14306 0.49747 -1.48433
C 0.48399 -1.02464 -1.66222
H 10.14429 3.25741 -4.48990
H 10.65923 2.77871 -2.79853
H 8.93209 3.36581 -3.02088
H 9.53265 0.67453 -2.74822
H 10.17397 0.78384 -4.48495
H 8.10753 0.33425 -5.36624
H 6.93430 3.00433 -4.00768
H 6.26854 2.14883 -5.51151
H 7.93177 2.95166 -5.54929
H 5.42523 0.60439 -2.79418
H 7.63154 -0.14899 -1.68501
H 6.25706 -2.70209 -2.65531
H 7.57352 -2.59725 -3.94534
H 5.89100 -2.99780 -5.65205
H 5.11207 -1.40042 -5.15808
H 3.27112 -4.35393 -5.44867
H 3.28195 -2.55278 -5.87610
H 1.22571 -2.29118 -4.72646
H 1.25073 -4.10162 -4.40413
H 3.43035 -0.78805 -3.86375
H 2.97756 1.78815 -3.66055
H 2.30754 4.73507 -1.66019
H 2.94082 3.01276 -1.29630
H 1.70536 3.83665 -0.14477
H -0.79838 4.61495 -1.72929
H -1.40607 2.82584 -1.61947
H -0.40359 3.52780 -0.24122
H 0.80610 5.04254 -3.45629
H 2.09075 3.80958 -3.87276
H -0.88704 4.38803 -6.63044
H 0.53738 5.36638 -5.80697
H -1.13071 5.17793 -4.97401
H -1.90068 3.06500 -3.72158
H -0.92176 1.47166 -4.14939
H -1.81968 2.40625 -5.44077
H 0.51543 1.46257 -6.08161
H 2.08192 2.38975 -5.52889
H 1.04853 3.05917 -6.88907
H -0.73810 0.83295 -0.83906
H -0.17463 -1.78781 -1.11993
C -1.95972 1.38289 2.10822
C -2.25147 0.59405 3.37848
N -2.96290 -0.65646 3.13882
C -3.50362 -1.25818 4.35433
C -2.51041 -1.72708 5.41729
C -2.33507 -1.58724 2.20529
C -0.91623 -2.06042 2.51791
H -2.87349 1.55834 1.53392
H -1.53308 2.35641 2.36500
H -1.23659 0.87383 1.46579
H -2.86911 1.23449 4.01803
H -1.30986 0.42938 3.91878
H -4.15315 -2.09861 4.08408
H -4.17543 -0.52694 4.82110
H -2.00336 -2.64384 5.11745
H -3.04578 -1.94971 6.34571
H -1.75980 -0.96856 5.64856
H -2.32412 -1.12124 1.21393
H -2.97930 -2.46499 2.07937
H -0.25369 -1.24007 2.80194
H -0.48464 -2.53175 1.62999
H -0.90336 -2.80931 3.31067
C -9.83095 -2.06812 7.22109
C -8.73223 -2.87975 7.89683
N -7.58849 -3.14876 7.03299
C -6.68485 -4.16507 7.56623
C -5.95300 -3.85117 8.87084
C -6.93921 -1.98371 6.44056
C -6.40268 -0.91080 7.38711
H -10.15031 -2.53731 6.28683
H -10.70244 -2.00393 7.87846
H -9.51026 -1.04558 7.00587
H -9.17882 -3.83390 8.19753
H -8.43214 -2.37044 8.82238
H -5.94534 -4.42782 6.80162
H -7.26502 -5.08337 7.71837
H -5.14938 -3.13106 8.71805
H -5.49150 -4.76347 9.26017
H -6.62466 -3.47115 9.64350
H -7.65043 -1.50605 5.75810
H -6.12469 -2.31473 5.78638
H -7.12013 -0.64153 8.16551
H -6.18343 -0.00083 6.82035
H -5.47092 -1.21832 7.86321
```

The value obtained for the electronic energy is -95835.8457 eV. For the HOMO energy, the calculation gives -4.45 eV. The gap between HOMO and LUMO is 6.380 eV. The value obtained for the LUMO energy is 1.93 eV. Its charge is -1.